{"formula": "C4H13B2N3", "method": "ωB97M-V with the def2-TZVPD basis set", "symbols": ["N", "N", "N", "C", "C", "C", "C", "B", "B", "H", "H", "H", "H", "H", "H", "H", "H", "H", "H", "H", "H", "H"], "coordinates": [[-0.193257, -0.826679, -0.649614], [-0.112236, 0.796996, 1.189763], [1.164579, 0.318176, 1.047737], [2.129060, -1.852101, -0.038726], [-0.279338, 2.072125, 1.740273], [-1.856860, 1.375741, -0.683948], [-0.596941, -1.753583, -1.599144], [1.050698, -0.762964, 0.168930], [-0.747522, 0.405203, -0.083801], [0.270628, 2.777998, 1.106506], [-1.628154, -1.598525, -1.866120], [2.964610, -1.536733, 0.579008], [2.428786, -1.797965, -1.088160], [-1.345709, 2.330655, 1.687275], [-1.503477, 2.391999, -0.774264], [-0.569068, -2.741586, -1.193705], [-2.856901, 1.435847, -0.240743], [1.735274, 0.458577, 1.862870], [0.057688, -1.737641, -2.449829], [1.824030, -2.869060, 0.219360], [-2.030581, 1.017284, -1.693865], [0.094691, 2.096235, 2.760201]], "forces_ev_per_a": [[1.72, 4.62, 4.59], [-2.32, -0.87, -2.34], [0.86, -0.41, 0.58], [0.55, 0.38, 0.13], [-0.06, 1.22, -0.45], [-0.29, -0.99, -0.51], [-0.37, -0.58, -0.65], [0.19, -2.50, -1.84], [-1.97, -0.02, 0.62], [0.07, 0.57, 0.38], [-0.37, 0.24, -0.50], [0.50, -0.44, 0.00], [0.17, -0.34, 0.00], [0.39, -0.02, 0.33], [0.28, 0.40, 0.04], [0.15, -0.90, 0.31], [0.27, -0.19, 0.32], [0.34, -0.54, 0.02], [0.11, -0.05, -0.79], [0.02, 0.12, -0.08], [-0.17, 0.10, -0.41], [-0.08, 0.22, 0.24]], "largest_force_ev_per_a": 6.7, "homo_lumo_gap_ev": 8.519, "charge": 0, "lumo_energy_ev": 0.65, "spin_multiplicity": 1, "energy_ha": -374.263673}


{"formula": "C4H13BBrN2O", "method": "ωB97M-V with the def2-TZVPD basis set", "symbols": ["Br", "O", "N", "N", "C", "C", "C", "C", "B", "H", "H", "H", "H", "H", "H", "H", "H", "H", "H", "H", "H", "H"], "coordinates": [[-2.639693, 1.751824, 0.419293], [-0.301631, -1.820813, -1.128084], [1.532691, -0.559186, -2.143418], [-0.394368, 0.566135, -0.722157], [-1.016874, -0.346493, 1.602786], [0.462414, -0.744248, 1.781345], [0.527746, 1.667031, -0.256411], [-1.478554, 0.186209, 0.244453], [0.333450, -0.666702, -1.348067], [0.699323, 2.347826, -1.080505], [-2.108382, -0.535543, -0.255255], [1.576624, 0.252642, -2.748051], [0.535907, -1.790321, 2.054314], [2.390972, -0.582720, -1.605907], [-0.900240, 0.981404, -1.509348], [1.094849, -0.589025, 0.914893], [0.141108, -2.531343, -1.605106], [-1.296456, 0.369068, 2.367682], [0.907576, -0.177972, 2.593558], [1.481441, 1.260025, 0.046998], [0.074196, 2.187887, 0.575249], [-1.622099, -1.225683, 1.801740]], "forces_ev_per_a": [[0.04, -0.16, 0.01], [-0.03, 0.20, 0.19], [-0.57, 0.61, 0.44], [0.04, 0.14, -0.29], [0.22, -0.06, 0.07], [-0.21, 0.03, 0.27], [0.19, -0.11, -0.01], [-0.45, 0.27, 0.21], [0.52, -0.35, -0.25], [-0.08, 0.14, -0.05], [0.11, -0.09, -0.20], [0.15, 0.04, -0.03], [0.07, -0.14, -0.08], [0.20, -0.34, -0.16], [-0.16, -0.01, 0.00], [0.09, -0.06, -0.16], [-0.04, -0.31, -0.06], [0.06, 0.15, 0.03], [0.08, 0.11, 0.02], [0.06, -0.13, 0.07], [-0.13, 0.10, 0.03], [-0.17, -0.03, -0.05]], "largest_force_ev_per_a": 0.9, "homo_lumo_gap_ev": 11.135, "smiles": "CC[C@@H](Br)[N@@H+](C)B(N)O", "charge": 1, "lumo_energy_ev": -3.26, "spin_multiplicity": 1, "energy_ha": -2943.676228}


{"formula": "C4H13ClN2Si", "method": "ωB97M-V with the def2-TZVPD basis set", "symbols": ["Cl", "Si", "N", "N", "C", "C", "C", "C", "H", "H", "H", "H", "H", "H", "H", "H", "H", "H", "H", "H", "H"], "coordinates": [[-0.347445, 0.284899, -2.534171], [0.011115, 0.117942, -0.554824], [1.426925, -2.850999, -0.578090], [-1.453876, 0.313245, 0.295447], [-2.733808, -0.077153, -0.245698], [1.505580, 1.132757, 0.020256], [-1.522548, 0.648779, 1.695235], [2.804300, 0.553217, -0.536085], [1.563298, 1.154758, 1.108306], [-1.990273, -0.157258, 2.271606], [2.794293, 0.563294, -1.620871], [-2.123357, 1.552455, 1.830461], [2.919954, -0.478773, -0.215468], [1.391146, 2.167296, -0.315209], [1.036684, -3.085678, -1.487770], [-3.142287, -0.928016, 0.304890], [-0.528044, 0.823789, 2.094037], [3.658270, 1.130819, -0.194366], [-3.438696, 0.752462, -0.162329], [0.800839, -3.264239, 0.112212], [-2.632071, -0.353594, -1.287571]], "forces_ev_per_a": [[-0.04, 0.19, -0.77], [0.87, -1.14, 1.04], [0.00, 1.23, 0.24], [0.41, 0.07, -0.34], [-0.11, -0.04, 0.00], [-0.30, -0.07, -0.15], [0.01, 0.04, 0.20], [-0.09, -0.17, 0.05], [-0.19, -0.05, 0.09], [0.06, 0.01, 0.00], [0.08, -0.02, -0.20], [0.01, 0.04, 0.10], [0.08, -0.12, -0.04], [-0.20, 0.03, 0.01], [-0.26, -0.06, -0.09], [-0.05, -0.07, 0.01], [0.06, 0.07, 0.13], [0.10, 0.09, 0.02], [-0.10, 0.03, -0.06], [-0.21, -0.06, -0.07], [-0.12, -0.03, -0.14]], "largest_force_ev_per_a": 1.8, "homo_lumo_gap_ev": [9.293, 6.681], "charge": 0, "lumo_energy_ev": [0.04, -0.02], "spin_multiplicity": 1, "energy_ha": -1019.356472}


{"formula": "C4H13FSi2", "method": "ωB97M-V with the def2-TZVPD basis set", "symbols": ["Si", "Si", "F", "C", "C", "C", "C", "H", "H", "H", "H", "H", "H", "H", "H", "H", "H", "H", "H", "H"], "coordinates": [[1.467733, 0.914798, 0.844332], [-0.600967, -0.082302, 0.919475], [-0.431563, -1.045877, 2.201870], [0.986927, 2.644146, 0.366925], [2.153632, -1.992580, -1.619952], [-1.063385, -1.271480, -0.503268], [-2.122481, 0.922955, 1.472020], [-2.085685, -1.281120, -0.655245], [2.775414, -2.362439, -2.263289], [0.189473, 3.108473, 1.063325], [-2.274601, 1.929010, 1.037109], [0.553799, 2.546714, -0.672885], [-0.585219, -0.994784, -1.436395], [-2.096101, 1.045125, 2.531271], [-0.777486, -2.359962, -0.353996], [2.247809, -1.711905, -0.504296], [1.595389, -1.092268, -2.049514], [1.791619, 3.360710, 0.379662], [1.383891, -2.655960, -1.952955], [-3.108198, 0.378745, 1.195805]], "forces_ev_per_a": [[1.25, -0.09, 0.12], [-1.85, -0.67, -0.29], [0.24, -0.46, 0.60], [-1.79, 0.92, 0.35], [-5.79, 4.14, 3.21], [2.40, -0.88, 0.53], [-1.55, -0.31, -1.84], [-2.27, 0.17, -0.32], [5.37, -1.14, -2.88], [0.82, -0.85, -1.19], [0.39, -0.39, 0.07], [0.24, 0.37, 0.87], [0.01, 0.17, -0.26], [0.02, 0.01, 0.88], [-0.06, 1.35, 0.24], [0.40, -1.41, -1.97], [1.46, -0.48, 0.20], [0.43, 0.11, -0.29], [-1.34, -1.14, 1.40], [1.61, 0.58, 0.56]], "largest_force_ev_per_a": 7.8, "homo_lumo_gap_ev": 6.978, "charge": 0, "lumo_energy_ev": -0.94, "spin_multiplicity": 1, "energy_ha": -838.999705}